Entry 1
Formula: ClH2NOS
Source: the OMol25 dataset
Level of theory: ωB97M-V/def2-TZVPD

## Properties
**Net charge**: 0
**HOMO-LUMO gap (spin up / spin down)**: 0.27142 / 0.27127 hartree

Geometry (Å):
N: 1.262 -0.836 -0.257
O: -0.320 1.353 0.450
S: -0.568 0.268 -0.694
Cl: -2.242 -0.742 0.498
H: 1.555 -1.178 -1.161
H: 0.313 1.135 1.163

How is the electron density shared among the atoms? According to Löwdin, the charges in e are: N -0.180; O -0.503; S 0.691; Cl 0.048; H -0.132; H 0.076

Entry 2
Formula: ClH2NOS
Source: the OMol25 dataset
Level of theory: ωB97M-V/def2-TZVPD

## Properties
**Net charge**: 0
**HOMO-LUMO gap (spin up / spin down)**: 0.30307 / 0.37068 hartree

Geometry (Å):
N: -0.373 0.482 -0.094
O: -2.319 -3.568 -0.482
S: -2.946 -2.369 -0.978
Cl: -2.161 -1.960 -2.787
H: 0.505 0.104 -0.305
H: -0.536 0.311 0.977

How is the electron density shared among the atoms? According to Löwdin, the charges in e are: N 0.069; O -0.615; S 0.461; Cl 0.137; H -0.074; H 0.022

Result of the stability comparison: entry 2 is the most stable of them.

Entry 1
Formula: CHCl4PS
Source: the OMol25 dataset
Level of theory: ωB97M-V/def2-TZVPD

## Properties
**Net charge**: 0
**HOMO-LUMO gap (spin up / spin down)**: 0.19289 / 0.19293 hartree

Geometry (Å):
C: 1.009 0.509 -0.214
P: -0.680 -0.107 0.225
S: -2.027 -0.797 -1.045
Cl: 0.687 -2.224 -0.239
Cl: 1.186 0.832 -1.831
Cl: -0.626 -0.702 2.068
Cl: -1.469 1.924 0.561
H: 1.919 0.565 0.474

How is the electron density shared among the atoms? According to Löwdin, the charges in e are: C -0.750; P -0.616; S 0.120; Cl -0.021; Cl 0.749; Cl 0.319; Cl 0.108; H 0.092

Entry 2
Formula: CHCl4PS
Source: the OMol25 dataset
Level of theory: ωB97M-V/def2-TZVPD

## Properties
**Net charge**: 0
**HOMO-LUMO gap (spin up / spin down)**: 0.24356 / 0.24586 hartree

Geometry (Å):
C: 0.875 0.362 -0.188
P: -0.908 0.133 0.328
S: -1.921 -0.801 -1.000
Cl: 1.116 -2.349 -0.424
Cl: 1.152 0.754 -1.754
Cl: -0.686 -0.713 2.103
Cl: -1.268 2.134 0.467
H: 1.639 0.481 0.468

How is the electron density shared among the atoms? According to Löwdin, the charges in e are: C -0.865; P -0.555; S 0.210; Cl -0.130; Cl 0.722; Cl 0.336; Cl 0.294; H -0.012

Result of the stability comparison: entry 2 is the most stable of them.

Entry 1
Formula: C41H44BrN3O5PSc
Source: the OMol25 dataset
Level of theory: ωB97M-V/def2-TZVPD

## Properties
**Net charge**: +2
**HOMO-LUMO gap**: 0.25347 hartree

Geometry (Å):
Sc: -0.899 0.078 -0.536
C: -3.404 0.444 -3.199
O: -2.114 0.830 -2.722
C: -1.613 2.010 -3.343
C: -1.274 2.967 -2.242
O: -0.436 2.312 -1.270
C: 0.963 2.597 -1.406
C: 1.551 1.743 -2.490
O: 1.083 0.402 -2.309
C: 1.711 -0.444 -3.288
H: -4.137 1.223 -2.981
H: -3.689 -0.476 -2.697
H: -3.370 0.264 -4.275
H: -2.363 2.455 -3.999
H: -0.747 1.741 -3.950
H: -2.173 3.277 -1.715
H: -0.767 3.857 -2.619
H: 1.413 2.395 -0.437
H: 1.108 3.655 -1.631
H: 2.639 1.773 -2.416
H: 1.275 2.090 -3.490
H: 2.794 -0.388 -3.179
H: 1.427 -0.113 -4.291
H: 1.396 -1.467 -3.119
C: -4.456 0.618 -0.068
O: -3.120 1.151 -0.159
C: -2.908 2.363 0.496
C: -3.749 3.455 0.391
C: -3.398 4.622 1.062
C: -2.237 4.683 1.826
C: -1.417 3.568 1.938
C: -1.765 2.415 1.263
N: -1.075 1.153 1.341
N: -0.892 0.803 2.541
C: -0.642 -0.504 2.846
C: -0.978 -1.553 1.984
O: -1.334 -1.317 0.734
C: -1.012 -2.881 2.464
C: -0.652 -3.141 3.751
C: -0.259 -2.113 4.657
C: 0.128 -2.420 5.979
C: 0.488 -1.421 6.841
C: 0.464 -0.084 6.405
C: 0.096 0.237 5.122
C: -0.275 -0.776 4.221
H: -4.423 -0.383 -0.488
H: -4.757 0.575 0.978
H: -5.152 1.230 -0.638
H: -4.659 3.414 -0.193
H: -4.043 5.487 0.989
H: -1.981 5.595 2.346
H: -0.525 3.580 2.551
H: -1.309 -3.673 1.790
H: -0.661 -4.165 4.107
H: 0.136 -3.454 6.300
H: 0.784 -1.656 7.854
H: 0.739 0.704 7.094
H: 0.079 1.270 4.803
Br: -2.786 -5.277 -4.760
C: -2.275 -3.873 -3.656
C: -1.596 -2.783 -4.180
C: -1.243 -1.763 -3.325
N: -1.497 -1.772 -2.008
C: -2.154 -2.837 -1.521
C: -2.568 -3.899 -2.303
H: -1.353 -2.725 -5.232
H: -0.750 -0.886 -3.711
H: -2.346 -2.835 -0.458
H: -3.101 -4.727 -1.858
C: 2.258 -1.227 2.220
P: 1.852 -0.505 0.578
C: 2.452 -1.882 -0.454
C: 3.783 -2.135 -0.790
C: 4.124 -3.285 -1.492
C: 3.151 -4.217 -1.831
C: 1.835 -4.007 -1.445
C: 1.493 -2.848 -0.763
C: 3.018 0.885 0.552
C: 3.970 1.122 -0.435
C: 4.763 2.265 -0.393
C: 4.607 3.185 0.631
C: 3.652 2.963 1.618
C: 2.863 1.825 1.577
H: 1.642 -2.106 2.402
H: 2.115 -0.515 3.031
H: 3.307 -1.525 2.185
H: 4.569 -1.457 -0.489
H: 5.158 -3.465 -1.755
H: 3.424 -5.116 -2.367
H: 1.077 -4.748 -1.670
H: 0.464 -2.710 -0.453
H: 4.101 0.427 -1.252
H: 5.508 2.429 -1.161
H: 5.230 4.069 0.666
H: 3.529 3.676 2.422
H: 2.117 1.672 2.354

Löwdin population analysis, charges in e, atoms 1 to 8: Sc 1.115; C -0.051; O -0.282; C -0.146; C -0.104; O -0.217; C -0.123; C -0.174

Entry 2
Formula: C41H44BrN3O5PSc
Source: the OMol25 dataset
Level of theory: ωB97M-V/def2-TZVPD

## Properties
**Net charge**: +2
**HOMO-LUMO gap**: 0.24481 hartree

Geometry (Å):
Sc: 0.299 0.921 -0.143
C: -0.452 4.066 0.800
O: 0.270 2.885 1.166
C: 1.216 3.149 2.211
C: 1.996 1.894 2.483
O: 2.389 1.386 1.210
C: 3.406 0.386 1.259
C: 3.828 0.125 -0.161
O: 2.667 0.121 -0.980
C: 3.010 -0.089 -2.351
H: -0.950 4.483 1.675
H: -1.197 3.783 0.060
H: 0.227 4.806 0.374
H: 0.691 3.467 3.114
H: 1.876 3.958 1.886
H: 1.397 1.153 3.016
H: 2.875 2.145 3.078
H: 3.027 -0.514 1.746
H: 4.258 0.756 1.832
H: 4.339 -0.839 -0.223
H: 4.515 0.902 -0.512
H: 3.522 -1.046 -2.469
H: 3.661 0.716 -2.703
H: 2.094 -0.096 -2.934
C: -2.411 2.068 -2.175
O: -1.381 1.105 -1.915
C: -1.155 0.158 -2.907
C: -1.672 0.259 -4.187
C: -1.374 -0.729 -5.116
C: -0.567 -1.802 -4.764
C: -0.059 -1.893 -3.478
C: -0.350 -0.912 -2.541
N: 0.128 -0.920 -1.192
N: 0.633 -2.035 -0.840
C: 1.022 -2.309 0.422
C: 0.751 -1.470 1.530
O: 0.302 -0.261 1.346
C: 0.918 -1.958 2.846
C: 1.448 -3.194 3.047
C: 1.837 -4.046 1.970
C: 2.420 -5.305 2.217
C: 2.771 -6.122 1.176
C: 2.539 -5.703 -0.144
C: 1.973 -4.478 -0.408
C: 1.613 -3.622 0.646
H: -3.321 1.561 -2.481
H: -2.578 2.599 -1.243
H: -2.098 2.776 -2.942
H: -2.311 1.082 -4.475
H: -1.779 -0.653 -6.117
H: -0.333 -2.568 -5.491
H: 0.558 -2.728 -3.180
H: 0.612 -1.321 3.668
H: 1.584 -3.556 4.061
H: 2.585 -5.616 3.242
H: 3.222 -7.087 1.366
H: 2.808 -6.354 -0.966
H: 1.801 -4.163 -1.428
Br: 3.196 5.950 -4.167
C: 2.420 4.582 -3.171
C: 2.914 4.255 -1.917
C: 2.300 3.242 -1.210
N: 1.240 2.546 -1.662
C: 0.799 2.868 -2.888
C: 1.347 3.866 -3.670
H: 3.762 4.777 -1.495
H: 2.679 2.965 -0.239
H: -0.015 2.284 -3.284
H: 0.943 4.070 -4.652
C: -3.795 1.984 1.195
P: -2.375 0.833 0.999
C: -2.192 0.336 2.751
C: -1.558 1.252 3.595
C: -1.389 0.978 4.943
C: -1.850 -0.226 5.467
C: -2.493 -1.133 4.640
C: -2.668 -0.854 3.287
C: -3.104 -0.604 0.143
C: -4.212 -0.448 -0.690
C: -4.676 -1.509 -1.457
C: -4.036 -2.739 -1.408
C: -2.938 -2.909 -0.575
C: -2.476 -1.850 0.191
H: -4.119 2.443 0.261
H: -3.503 2.777 1.883
H: -4.624 1.429 1.632
H: -1.214 2.199 3.191
H: -0.911 1.703 5.591
H: -1.727 -0.443 6.520
H: -2.873 -2.061 5.048
H: -3.197 -1.564 2.665
H: -4.744 0.494 -0.731
H: -5.547 -1.376 -2.086
H: -4.401 -3.566 -2.003
H: -2.440 -3.870 -0.521
H: -1.626 -2.007 0.844

Löwdin population analysis, charges in e, atoms 1 to 8: Sc 1.048; C -0.042; O -0.321; C -0.149; C -0.137; O -0.227; C -0.121; C -0.152

Result of the stability comparison: entry 2 is the most stable of them.

Entry 1
Formula: C6H22O8
Source: the OMol25 dataset
Level of theory: ωB97M-V/def2-TZVPD

## Properties
**Net charge**: 0
**HOMO-LUMO gap**: 0.35495 hartree

Geometry (Å):
C: -0.400 -1.058 -1.682
C: 0.361 -0.835 -0.356
C: -0.142 -0.315 0.779
C: 0.848 0.255 1.726
C: 0.845 -0.357 3.191
C: 2.039 -1.205 3.396
O: 2.220 -2.358 3.715
O: 3.153 -0.506 3.041
H: -1.333 -1.632 -1.543
H: 0.105 -1.665 -2.430
H: -0.592 -0.098 -2.140
H: 1.408 -0.816 -0.533
H: -1.157 -0.353 1.021
H: 1.868 0.200 1.379
H: 0.709 1.360 1.891
H: 0.930 0.519 3.895
H: -0.080 -0.945 3.338
H: 3.910 -1.094 3.116
O: 2.230 1.680 -0.226
H: 1.364 1.892 -0.585
H: 2.752 2.487 -0.294
O: -1.908 2.691 0.633
H: -1.838 1.787 0.953
H: -2.505 2.839 -0.097
O: 2.788 -3.648 -0.586
H: 2.194 -4.312 -0.948
H: 2.723 -3.745 0.368
O: -2.202 -0.110 -3.772
H: -2.704 -0.854 -4.149
H: -2.607 -0.123 -2.880
O: -3.412 0.718 -1.254
H: -3.034 0.549 -0.383
H: -3.319 1.680 -1.369
O: -1.861 2.778 -2.409
H: -1.115 2.522 -1.868
H: -2.236 2.072 -2.937

Löwdin population analysis, charges in e, atoms 1 to 8: C -0.088; C -0.110; C -0.130; C -0.209; C -0.074; C -0.524; O 0.091; O 0.072

Entry 2
Formula: C6H22O8
Source: the OMol25 dataset
Level of theory: ωB97M-V/def2-TZVPD

## Properties
**Net charge**: 0
**HOMO-LUMO gap**: 0.36985 hartree

Geometry (Å):
O: -2.877 -0.859 -0.350
C: -2.215 0.225 0.217
C: -2.362 0.170 1.705
O: -1.548 -0.979 2.142
H: -2.225 -1.477 -0.756
H: -1.144 0.415 -0.059
H: -2.809 1.132 -0.157
H: -3.372 -0.014 2.038
H: -1.909 1.150 2.087
H: -1.502 -1.085 3.044
O: 1.957 4.712 0.179
C: 1.684 3.805 1.246
C: 1.819 2.347 0.892
O: 0.870 1.949 -0.038
H: 2.066 4.172 -0.605
H: 2.369 4.107 2.053
H: 0.663 3.943 1.597
H: 1.879 1.818 1.848
H: 2.822 2.247 0.498
H: 0.845 1.002 -0.187
O: 1.170 -5.186 -1.480
C: 1.239 -3.985 -0.720
C: -0.105 -3.271 -0.428
O: -0.846 -2.735 -1.547
H: 2.034 -5.446 -1.828
H: 1.630 -4.198 0.336
H: 1.925 -3.272 -1.195
H: 0.087 -2.523 0.212
H: -0.778 -3.905 0.116
H: -1.284 -3.474 -1.919
O: -1.642 3.649 -0.911
H: -0.698 3.505 -0.940
H: -1.705 4.487 -1.325
O: 1.446 -0.741 -1.566
H: 0.625 -1.219 -1.860
H: 1.889 -0.466 -2.338

Löwdin population analysis, charges in e, atoms 1 to 8: O -0.065; C -0.287; C -0.197; O -0.067; H 0.065; H 0.111; H 0.137; H 0.112

Result of the stability comparison: entry 1 is the most stable of them.